Density functional theory data (ωB97M-V/def2-TZVPD) for an isolated molecule of C3H2N2O2 at a distorted geometry.

Summary:
* SMILES: [H]/N=C(/C#N)OC=O
* E_HOMO: -11.5 eV
* energy relative to the best compared isomer or geometry (same formula, charge and spin): 2.1160 eV
* E_LUMO: -0.0039 hartree
* net charge: 0
* HOMO-LUMO gap: 11.38 eV
* max |F|: 1.9 eV/Å
* spin multiplicity: 1

```
9
Properties=species:S:1:pos:R:3:forces:R:3:mulliken_charge:R:1
N -1.9398 -1.1605 0.1777 1.31 0.45 -0.18 -0.58
C -0.9059 -0.4455 0.0761 0.76 -0.07 -0.34 0.42
O 0.3992 -0.6579 -0.4569 -1.05 -0.74 0.52 -0.32
C 1.4491 0.3215 -0.2337 0.57 -0.60 -0.79 0.12
O 1.9855 0.8051 -1.1712 -0.38 -0.44 0.49 -0.39
C -0.8093 0.9556 0.4466 0.72 1.05 0.05 0.44
N -0.1043 1.8746 0.4788 -1.75 0.43 0.66 -0.41
H -1.8714 -2.1324 -0.1271 0.34 0.26 -0.07 0.28
H 1.7970 0.4395 0.8097 -0.51 -0.34 -0.34 0.43
```
Positions in Å, forces in eV/Å.